Formula: C50H125N8O17Zn
Source: the Open Molecules 2025 dataset
Level of theory: the ωB97M-V functional and the def2-TZVPD basis

Values from the calculation:
charge = +1

Atoms and positions in Å:
Zn: 3.1432 3.5122 -0.4558
C: 0.7530 -0.1745 -0.8277
C: 1.4925 0.6786 0.1458
O: 1.9274 1.9086 -0.4084
H: 1.4391 -0.4654 -1.6232
H: -0.0658 0.3497 -1.3204
H: 0.2980 -1.0561 -0.3763
H: 2.3035 0.1846 0.6808
H: 0.7412 0.8486 0.9170
C: 2.8101 -5.4595 2.7409
O: 2.4204 -4.6537 1.5958
C: 1.0206 -4.6327 1.2557
C: 0.7394 -3.6348 0.0685
N: 0.9341 -4.3528 -1.1957
C: 1.0406 -3.4043 -2.3694
C: 1.6355 -4.1162 -3.5874
O: 2.9650 -4.5288 -3.2198
C: 3.7388 -4.6400 -4.4148
H: 2.6072 -6.5156 2.5637
H: 2.4113 -5.1346 3.7019
H: 3.8700 -5.2958 2.9359
H: 0.4467 -4.1766 2.0624
H: 0.7063 -5.6587 1.0646
H: 1.4132 -2.7813 0.1435
H: -0.2202 -3.1483 0.2434
H: 1.7447 -4.9537 -1.1527
H: 1.6240 -2.5175 -2.1219
H: 0.0625 -2.9980 -2.6267
H: 1.5350 -3.3498 -4.3559
H: 1.0864 -4.9832 -3.9549
H: 4.8135 -4.5941 -4.2391
H: 3.5203 -3.8271 -5.1073
H: 3.5825 -5.5457 -5.0008
C: -0.3140 4.7726 -12.7355
O: -0.2282 3.9893 -11.5430
C: 1.0906 3.8654 -10.9750
C: 1.0705 2.8467 -9.8444
N: 0.2660 3.4039 -8.7737
C: -0.0007 2.3676 -7.7752
C: 1.0441 2.1341 -6.7278
O: 0.4901 1.3101 -5.7499
C: 1.2788 1.2211 -4.5757
H: -1.3019 5.0952 -13.0643
H: 0.0514 4.2119 -13.5959
H: 0.3229 5.6314 -12.5240
H: 1.3722 4.8942 -10.7505
H: 1.7523 3.4926 -11.7568
H: 2.0820 2.6220 -9.5060
H: 0.6728 1.9170 -10.2514
H: -0.5994 3.7813 -9.1326
H: -0.2004 1.4443 -8.3190
H: -0.9444 2.6438 -7.3048
H: 1.1932 3.1533 -6.3712
H: 2.0330 1.8128 -7.0550
H: 1.5028 2.1730 -4.0943
H: 2.2461 0.7599 -4.7749
H: 0.8247 0.6232 -3.7855
C: -2.1523 -6.1492 -7.7891
O: -2.0663 -4.8412 -7.2766
C: -0.6973 -4.4829 -6.9392
C: -0.5431 -3.0845 -6.3827
N: -1.3563 -2.8549 -5.1833
C: -1.2217 -1.5241 -4.5900
C: -2.1240 -1.5737 -3.3231
O: -3.5103 -1.4006 -3.7175
C: -4.4182 -1.5881 -2.6676
H: -3.1793 -6.3076 -8.1185
H: -2.0398 -6.9423 -7.0500
H: -1.5443 -6.2837 -8.6838
H: -0.2544 -4.4734 -7.9351
H: -0.2221 -5.2601 -6.3407
H: -0.8653 -2.3680 -7.1383
H: 0.4963 -2.8934 -6.1157
H: -2.3249 -3.1345 -5.2435
H: -1.6716 -0.7952 -5.2642
H: -0.1672 -1.2996 -4.4296
H: -1.9314 -0.6821 -2.7264
H: -1.9539 -2.4566 -2.7068
H: -4.2270 -0.8336 -1.9044
H: -4.3289 -2.5352 -2.1355
H: -5.3934 -1.4833 -3.1430
C: -3.6050 -3.8075 6.5004
O: -2.9414 -3.6451 5.2350
C: -3.6848 -4.1235 4.1492
C: -2.8617 -4.1705 2.7945
N: -3.1012 -2.9084 2.0424
C: -2.3278 -1.7987 2.4462
C: -2.6275 -0.5673 1.6606
O: -3.6632 0.1467 2.2866
C: -3.9746 1.3573 1.5376
H: -2.9889 -3.4352 7.3189
H: -3.9129 -4.8327 6.7061
H: -4.5224 -3.2250 6.5859
H: -4.5656 -3.4833 4.1004
H: -3.9608 -5.1261 4.4760
H: -3.2840 -5.0089 2.2405
H: -1.7961 -4.3389 2.9505
H: -4.0654 -2.6199 2.1269
H: -1.3274 -2.0531 2.0962
H: -2.3889 -1.5122 3.4961
H: -2.8175 -0.7139 0.5974
H: -1.7684 0.1036 1.6652
H: -4.3446 1.0702 0.5533
H: -3.0946 1.9894 1.4190
H: -4.7623 1.9682 1.9787
C: 3.6153 -1.3213 -5.9111
O: 3.7347 -1.3126 -4.5030
C: 5.0354 -0.9967 -3.9161
C: 5.0129 -1.1990 -2.3597
N: 4.7936 -2.5817 -1.9664
C: 4.5665 -2.7687 -0.5478
C: 5.7080 -2.4690 0.4115
O: 5.9132 -1.0649 0.5758
C: 5.0578 -0.4207 1.4873
H: 4.0461 -0.3876 -6.2725
H: 2.5663 -1.2619 -6.2011
H: 4.1300 -2.1683 -6.3647
H: 5.5049 -0.0640 -4.2288
H: 5.7129 -1.7226 -4.3658
H: 4.3094 -0.5623 -1.8232
H: 6.0068 -0.9035 -2.0234
H: 4.1147 -3.0673 -2.5349
H: 4.3738 -3.8353 -0.4321
H: 3.6573 -2.2731 -0.2074
H: 6.6956 -2.7468 0.0434
H: 5.5310 -3.0439 1.3205
H: 5.2543 0.6513 1.4697
H: 5.3151 -0.7852 2.4818
H: 4.0356 -0.7562 1.3121
C: 1.9420 -1.9570 3.3160
O: 1.7687 -1.1214 4.4576
C: 2.2788 0.1773 4.2991
C: 2.0502 0.9149 5.6537
N: 2.7421 0.2908 6.8035
C: 2.2908 0.6898 8.0971
C: 3.0185 -0.1431 9.2160
O: 2.6049 0.3602 10.4893
C: 3.1171 -0.3881 11.5527
H: 2.9442 -2.0137 2.8913
H: 1.3082 -1.7467 2.4545
H: 1.6755 -2.9895 3.5422
H: 1.7115 0.7532 3.5679
H: 3.3197 0.2352 3.9809
H: 0.9914 1.0905 5.8438
H: 2.4035 1.9460 5.6656
H: 2.4385 -0.6534 6.6125
H: 1.2129 0.6134 8.2400
H: 2.6214 1.7271 8.1507
H: 4.0956 -0.0412 9.0825
H: 2.8663 -1.2224 9.2192
H: 4.1540 -0.0876 11.7032
H: 3.0535 -1.4629 11.3828
H: 2.5908 -0.1911 12.4867
C: -2.0667 2.4896 -1.1227
O: -2.8750 3.5821 -0.5989
C: -3.7866 4.1597 -1.5321
C: -4.6923 5.2186 -0.8398
N: -5.6250 4.4590 -0.0338
C: -6.5537 5.2220 0.8137
C: -7.4870 4.3662 1.6726
O: -6.7125 3.7377 2.6928
C: -7.3072 2.6889 3.4105
H: -1.3757 2.8367 -1.8908
H: -2.6076 1.6213 -1.4990
H: -1.4137 2.0911 -0.3463
H: -4.3626 3.3328 -1.9476
H: -3.2621 4.5955 -2.3824
H: -5.2715 5.8266 -1.5348
H: -4.0575 5.9318 -0.3141
H: -5.1511 3.7598 0.5200
H: -7.1062 5.8892 0.1522
H: -5.8897 5.7948 1.4610
H: -7.9286 3.6506 0.9789
H: -8.2814 4.9985 2.0691
H: -7.5173 1.8478 2.7499
H: -8.1164 3.0315 4.0554
H: -6.5091 2.3849 4.0879
C: -1.2863 1.7843 4.1413
O: -0.8562 2.8631 5.0368
C: -1.8592 3.1816 5.8872
C: -1.2028 3.8841 7.1319
N: -0.5299 5.0788 6.6782
C: 0.2534 5.6849 7.7520
C: 1.3619 6.5249 7.1442
O: 2.2940 5.8629 6.2777
C: 3.3536 5.2252 6.9651
H: -2.3160 1.9907 3.8494
H: -1.2458 0.8522 4.7048
H: -0.6445 1.7566 3.2607
H: -2.2761 2.3052 6.3833
H: -2.6733 3.7275 5.4102
H: -0.5166 3.1534 7.5601
H: -2.0523 4.1549 7.7589
H: 0.0568 4.8315 5.8942
H: 0.5543 4.9185 8.4662
H: -0.4184 6.3846 8.2493
H: 1.8364 7.2137 7.8432
H: 0.9313 7.2079 6.4119
H: 3.9980 4.6532 6.2974
H: 3.1643 4.4803 7.7380
H: 3.9773 5.9769 7.4488

Atomic forces in eV per Å
Zn -1.692 -2.888 0.608
C 0.473 0.018 -1.946
C -0.141 0.336 2.520
O 0.679 2.270 -1.617
H -0.101 -0.350 -0.112
H -0.005 0.318 0.153
H 0.329 0.104 0.327
H 0.166 -0.351 -0.421
H 0.116 0.709 0.479
C -0.071 0.639 -0.578
O 0.153 0.049 0.496
C 0.371 1.332 0.073
C 1.409 -1.908 0.478
N -1.026 1.881 -0.926
C -0.258 -1.953 0.849
C -0.459 0.545 1.348
O -0.039 0.559 -1.592
C 0.475 0.004 -0.620
H -0.033 -0.012 0.064
H -0.910 0.071 -0.140
H 0.186 -0.162 -0.726
H -0.038 -0.479 0.585
H -0.389 0.110 -0.231
H 0.688 0.045 0.282
H -0.645 -0.650 -0.557
H 0.230 0.196 0.085
H 0.632 -0.037 -0.003
H -0.214 -0.387 0.005
H 0.944 -0.034 -0.429
H -0.294 -0.068 0.346
H -0.074 -0.004 0.623
H -0.130 0.200 0.185
H -0.414 -0.404 0.355
C 1.260 -0.214 0.470
O -1.108 -0.691 0.210
C -0.463 0.000 -1.612
C -0.437 1.614 -0.595
N 0.945 -0.722 0.968
C -1.292 -0.266 -1.365
C 0.064 1.704 0.110
O 0.021 -0.518 1.237
C 0.472 -0.216 -0.049
H -0.294 -0.168 0.997
H 0.486 -0.084 -0.024
H -0.058 0.432 -0.659
H 0.515 -0.120 0.699
H 0.289 0.001 -0.168
H 0.103 0.247 0.060
H -0.266 -0.258 -0.082
H 0.002 -0.149 -0.141
H -0.151 -0.510 0.095
H 0.148 -0.131 0.466
H 0.349 0.243 0.709
H -0.001 -0.497 -0.361
H -0.209 0.610 -0.261
H 0.162 -0.132 -0.175
H -0.515 -0.159 -0.447
C -1.083 0.002 -0.305
O 0.604 0.463 1.185
C -0.666 -0.324 -1.475
C -1.896 0.140 0.668
N 1.360 -0.515 0.470
C -2.010 -1.570 0.079
C -0.226 1.797 -0.554
O 1.494 -1.148 -0.526
C 0.122 0.334 -0.003
H -0.139 0.359 -0.104
H 0.753 0.069 0.220
H 0.449 -0.139 0.134
H 0.883 -0.068 0.045
H -0.112 -0.012 0.297
H 0.297 0.154 -0.498
H 0.118 -0.087 -0.208
H 0.043 0.035 -0.442
H 0.244 0.614 0.032
H -0.067 0.056 0.330
H 0.420 0.145 0.481
H -0.191 -0.248 -0.188
H -0.368 0.418 0.202
H 0.043 -0.417 -0.317
H -0.087 0.015 0.478
C -0.105 0.398 -0.385
O 0.850 0.603 1.471
C 0.925 -0.811 0.268
C -2.065 1.408 1.090
N -0.687 -1.419 -0.359
C 1.317 0.381 -0.777
C -0.012 1.332 0.033
O -1.188 1.322 -0.427
C 0.085 -0.930 0.107
H 0.424 -0.194 -0.358
H 0.320 -0.328 -0.189
H -0.237 0.270 -0.459
H -0.385 -0.149 -0.696
H -0.523 -0.416 -0.600
H 0.153 0.075 -0.224
H -0.078 0.115 0.143
H -0.367 -0.492 -0.047
H 0.668 0.036 0.801
H 0.343 -0.217 0.337
H -0.376 -0.539 -0.217
H 0.670 0.073 0.134
H 0.106 -0.015 -0.281
H 0.176 -0.046 0.030
H 0.053 -0.404 0.592
C 0.725 1.021 0.338
O 0.021 0.516 1.333
C -0.697 -1.682 -0.028
C 0.411 -0.477 -1.458
N 0.718 0.942 0.104
C 0.242 -1.320 -0.420
C 0.433 0.765 -0.876
O 0.099 0.414 0.009
C 0.486 -1.267 0.400
H 0.281 0.042 -0.457
H -0.086 -0.431 0.271
H -0.039 -0.088 -0.109
H -0.751 0.670 0.116
H 0.342 -0.409 0.351
H -0.417 0.581 -0.188
H 0.070 0.141 0.105
H -0.261 -0.062 0.073
H -0.245 -0.103 0.095
H -0.317 0.378 0.203
H -0.265 -0.620 -0.342
H -0.083 0.422 0.492
H -0.348 -0.020 -0.266
H -0.069 0.159 0.435
H -0.317 0.653 -0.062
C -0.149 -0.619 -0.087
O 0.395 -0.710 -1.020
C -0.571 1.300 1.498
C 0.732 1.068 0.572
N -0.448 -1.679 -2.288
C 0.766 -0.352 1.038
C -0.236 1.087 0.051
O -0.589 0.024 -0.796
C 0.521 0.107 0.350
H 0.425 0.346 0.464
H -0.463 0.776 0.006
H 0.021 0.185 0.588
H -0.303 -0.032 -0.370
H 0.320 -0.469 0.188
H -0.481 -0.625 -0.099
H 0.324 0.240 -0.818
H 0.443 -0.819 0.685
H -0.267 0.127 0.065
H -0.308 0.212 0.714
H 0.271 0.315 0.014
H -0.598 -0.181 -0.509
H 0.321 -0.314 0.153
H 0.062 -0.180 -0.180
H -0.257 0.302 -0.238
C -0.131 0.957 0.332
O 0.860 -0.911 0.002
C -0.154 0.182 -0.444
C 0.232 -1.484 -0.060
N -1.016 -0.575 0.171
C 1.308 -0.094 0.057
C 0.740 0.042 -0.698
O 0.028 0.826 -0.832
C 0.946 0.133 0.324
H -0.161 0.217 -0.380
H -0.590 0.212 -0.160
H -0.253 0.344 0.493
H -0.547 0.130 -0.011
H 0.367 0.261 -0.006
H 0.125 -0.236 -0.458
H 0.256 0.065 0.482
H 0.184 0.108 0.104
H -0.228 0.060 0.186
H -0.478 0.675 0.507
H -0.213 -0.468 0.176
H -0.050 0.004 0.302
H -0.567 -0.059 0.091
H -0.477 -0.155 -0.347
H -0.069 -0.294 0.096
C 0.158 1.174 0.960
O 1.125 -1.569 -2.628
C -0.254 0.458 3.249
C -1.341 0.309 -2.438
N 0.089 -0.009 0.315
C -0.216 0.281 -0.970
C 0.000 0.706 -1.124
O 0.100 -1.052 0.997
C 0.956 0.064 0.180
H -0.029 -0.180 -0.207
H -0.003 -0.202 -0.170
H 0.097 0.046 0.151
H -0.418 -0.589 -0.351
H -0.017 0.381 0.016
H -0.052 -0.149 0.480
H 0.287 -0.118 0.566
H 0.278 -0.020 0.001
H 0.493 0.050 0.230
H 0.128 0.074 0.431
H 0.436 -0.432 0.430
H -0.657 0.053 0.181
H -0.180 0.364 -0.602
H -1.104 0.061 0.197
H 0.159 0.185 0.041

=====

Formula: C19H56BFO9S8
Source: the Open Molecules 2025 dataset
Level of theory: the ωB97M-V functional and the def2-TZVPD basis

Atoms and positions in Å:
C: 0.9749 -0.4993 3.1875
C: -0.0707 0.0743 4.1270
F: -0.4362 -0.9454 5.0702
C: -1.3546 0.5197 3.4388
B: -2.3499 -0.7085 3.5288
O: -2.2699 -1.7557 2.6209
H: 0.5359 -1.2690 2.5380
H: 1.8054 -0.9482 3.7422
H: 1.3387 0.3297 2.5571
H: 0.3629 0.8693 4.7425
H: -1.7737 1.4173 3.9074
H: -1.1125 0.7446 2.3884
H: -3.2241 -0.7157 4.3559
H: -1.6068 -2.4155 2.8348
C: 3.6640 2.0261 -0.4479
S: 3.8209 2.6355 1.2322
O: 2.6685 2.0749 1.9947
C: 3.4017 4.3419 0.8563
H: 3.8380 0.9517 -0.4202
H: 2.6573 2.2379 -0.8162
H: 4.4179 2.5043 -1.0767
H: 2.4167 4.3663 0.3892
H: 4.1565 4.7623 0.1917
H: 3.3894 4.8902 1.7963
C: -1.3478 3.9161 0.4787
S: -0.3736 2.6097 -0.2618
O: 0.3574 3.2398 -1.4097
C: -1.7496 1.7182 -0.9779
H: -0.6579 4.6256 0.9326
H: -1.9298 4.4021 -0.3039
H: -2.0157 3.4931 1.2292
H: -2.3000 2.3829 -1.6427
H: -2.4005 1.3706 -0.1756
H: -1.3504 0.8766 -1.5396
C: 3.1689 4.7378 -5.6945
S: 3.5210 3.2791 -4.7039
O: 3.8763 2.1951 -5.6583
C: 1.8355 2.9930 -4.1730
H: 4.1027 5.0534 -6.1552
H: 2.4432 4.4758 -6.4645
H: 2.7857 5.5292 -5.0504
H: 1.2068 2.8636 -5.0548
H: 1.4935 3.8290 -3.5640
H: 1.8130 2.0913 -3.5648
C: -6.4611 2.6286 2.5052
S: -4.9857 1.7563 1.9747
O: -4.2761 2.6506 1.0191
C: -5.8249 0.5170 0.9871
H: -6.1380 3.4845 3.0940
H: -7.0137 2.9641 1.6279
H: -7.0682 1.9646 3.1203
H: -6.4234 1.0124 0.2230
H: -6.4467 -0.0991 1.6367
H: -5.0582 -0.0990 0.5208
C: -0.1018 -3.9232 5.7822
S: 1.1941 -4.6616 4.7937
O: 1.3552 -3.7935 3.5959
C: 0.2614 -6.1024 4.2601
H: 0.2816 -2.9925 6.1933
H: -0.9504 -3.7085 5.1323
H: -0.3959 -4.5975 6.5869
H: -0.6434 -5.7738 3.7486
H: 0.0172 -6.7176 5.1262
H: 0.8936 -6.6632 3.5749
C: -1.5127 -0.0353 -6.0216
S: -1.6101 0.9326 -4.5188
O: -2.7925 0.4389 -3.7586
C: -2.1130 2.4762 -5.2913
H: -1.2468 -1.0520 -5.7339
H: -2.4839 -0.0145 -6.5177
H: -0.7369 0.3774 -6.6675
H: -3.0417 2.3148 -5.8386
H: -1.3230 2.8201 -5.9592
H: -2.2663 3.2046 -4.4971
C: -2.1434 -4.8583 -6.6353
S: -1.4312 -4.3013 -5.0825
O: -0.5602 -3.1406 -5.4127
C: -0.3314 -5.7028 -4.8559
H: -2.8291 -4.0836 -6.9722
H: -1.3461 -4.9957 -7.3652
H: -2.6896 -5.7874 -6.4718
H: 0.3336 -5.7774 -5.7157
H: -0.9218 -6.6113 -4.7361
H: 0.2461 -5.5162 -3.9529
C: 4.9982 -0.7313 4.2096
S: 4.2134 -1.9152 5.3099
O: 4.5760 -1.5179 6.6970
C: 5.2648 -3.3078 4.8808
H: 4.5006 0.2252 4.3572
H: 6.0544 -0.6503 4.4663
H: 4.8668 -1.0560 3.1774
H: 6.3028 -3.0512 5.0920
H: 5.1245 -3.5530 3.8282
H: 4.9535 -4.1480 5.4983

Atomic forces in eV per Å
C -0.261 0.260 -0.172
C 0.512 0.081 -0.037
F -0.067 -0.048 -0.002
C -0.010 0.024 -0.265
B -0.041 0.097 -0.172
O -0.195 0.141 0.536
H 0.110 0.141 0.184
H -0.174 0.116 -0.083
H 0.005 -0.365 0.242
H -0.050 -0.128 -0.088
H 0.088 -0.152 -0.041
H -0.118 0.026 0.223
H -0.068 -0.047 -0.141
H 0.273 -0.087 -0.241
C -0.019 -0.013 -0.117
S -0.063 -0.009 -0.034
O 0.069 0.060 0.045
C -0.047 0.032 0.001
H 0.007 0.015 0.017
H 0.016 0.041 0.025
H -0.034 -0.030 0.019
H -0.002 -0.027 -0.041
H 0.002 -0.001 0.004
H 0.014 -0.020 0.006
C 0.001 0.050 0.090
S -0.200 -0.069 0.055
O 0.231 0.059 -0.057
C 0.048 -0.041 0.051
H 0.023 -0.025 0.002
H 0.002 -0.002 -0.008
H 0.003 0.000 -0.048
H -0.003 -0.016 0.006
H 0.002 0.025 -0.032
H -0.016 0.008 0.015
C -0.015 0.043 0.007
S 0.036 -0.039 0.050
O -0.011 0.004 -0.021
C -0.064 0.026 -0.012
H 0.001 -0.013 0.003
H 0.006 -0.015 0.003
H 0.002 0.003 -0.009
H 0.024 -0.014 -0.012
H -0.026 -0.037 0.043
H 0.025 0.022 -0.018
C -0.040 0.024 0.000
S 0.037 -0.140 0.097
O 0.038 0.077 -0.025
C -0.023 -0.038 -0.013
H 0.007 -0.004 0.000
H 0.014 0.002 -0.005
H 0.002 0.010 0.002
H 0.017 0.009 -0.004
H 0.009 -0.006 -0.008
H 0.006 0.002 0.004
C -0.130 0.005 0.071
S 0.145 0.019 0.062
O -0.058 -0.029 -0.121
C -0.046 -0.008 0.017
H 0.025 -0.007 -0.040
H -0.010 0.013 0.012
H 0.060 -0.027 -0.010
H 0.005 0.010 0.000
H 0.003 -0.004 -0.008
H 0.008 0.014 0.002
C -0.013 -0.013 -0.037
S 0.081 0.003 0.041
O -0.064 -0.004 -0.040
C 0.002 0.023 -0.018
H 0.008 0.002 -0.015
H -0.003 0.003 0.015
H 0.011 0.002 0.019
H -0.002 -0.012 0.013
H -0.008 0.007 0.000
H 0.013 -0.011 0.008
C -0.020 -0.031 -0.020
S 0.008 0.013 0.033
O -0.005 0.008 -0.031
C 0.001 -0.045 0.008
H 0.006 0.003 0.012
H 0.008 0.012 0.009
H -0.004 0.007 -0.007
H -0.003 0.017 -0.001
H 0.010 0.001 0.007
H -0.007 0.011 -0.004
C -0.005 0.016 -0.032
S -0.094 0.013 0.046
O 0.054 -0.006 0.016
C 0.003 -0.035 -0.047
H -0.018 0.002 -0.021
H -0.005 -0.013 0.019
H -0.019 0.016 -0.003
H -0.008 0.014 0.011
H -0.011 -0.010 0.007
H -0.003 0.010 0.004

=====

no.,energy (eV),E_HOMO (eV),orbital gap (eV)
1,-148998.588,-10.01,1.826
2,-129109.333,-8.48,8.965